(1)
Below is a gas-phase ion, C7H16N2 (charge +2) in a non-equilibrium geometry, with properties calculated with ωB97M-V/def2-TZVPD.

Each line ends with the natural charge from an NBO analysis.
Geometry (Å):
1 C 1.9003 1.9296 0.3521  0.1089
2 N 1.9844 0.6818 0.4100  -0.4014
3 C 1.9910 -0.2640 -0.6815  -0.2600
4 C 0.9234 -1.4241 -0.4499  -0.4415
5 C -0.5373 -1.0895 -0.8627  -0.2460
6 N -1.2720 -0.5646 0.2333  -0.2593
7 C -1.6029 -1.5491 1.1550  -0.4513
8 C -1.7278 0.6487 0.3975  0.3241
9 C -1.5911 1.7736 -0.5266  -0.6907
10 H 1.9710 2.6268 1.2968  0.2887
11 H 1.7898 2.3454 -0.6753  0.2380
12 H 2.3379 0.3116 1.2203  0.4338
13 H 2.9435 -0.8941 -0.6094  0.2909
14 H 1.7983 0.4421 -1.6778  0.2464
15 H 1.2302 -2.3289 -1.0515  0.2889
16 H 0.9955 -1.7595 0.6276  0.2369
17 H -0.4756 -0.2765 -1.6959  0.2366
18 H -1.1717 -2.0172 -1.1325  0.2747
19 H -2.4898 -1.4929 1.6772  0.2627
20 H -1.5695 -2.5197 0.7123  0.2483
21 H -0.7880 -1.6825 1.9174  0.2330
22 H -2.1528 0.8378 1.3369  0.2346
23 H -2.3643 2.4568 -0.2669  0.2925
24 H -1.4037 1.6303 -1.5981  0.2725
25 H -0.7187 2.1781 -0.1082  0.2388

Kohn-Sham gap = 10.56 eV
net charge = +2
energy relative to the best compared isomer or geometry (same formula, charge and spin) = 10.38 kcal per mole
2S+1 = 1
SMILES = C=[NH+]CCC/[N+](C)=C\C

(2)
Below is a gas-phase ion, C7H13N2O2S (charge +1) in a non-equilibrium geometry, with properties calculated with ωB97M-V/def2-TZVPD.

Each line ends with the natural charge from an NBO analysis.
Geometry (Å):
1 C 0.0816 -0.5579 -0.4706  -0.0090
2 C 0.1039 0.5407 0.3698  0.3025
3 C -0.4522 -1.7996 0.1049  0.1291
4 C 0.3975 1.9194 -0.3402  -0.1972
5 C 0.5595 -0.5640 -1.8377  -0.6609
6 C 0.1999 -3.1022 0.0103  -0.7029
7 C 1.0648 3.0862 0.3740  -0.6843
8 N -1.5637 -1.6589 0.8135  0.3635
9 N 0.1270 0.5153 1.7223  -0.6543
10 O -2.1836 -0.4426 0.6944  -0.5316
11 O -2.0835 -2.5312 1.5109  -0.3754
12 S -0.2716 2.2341 -1.8833  0.1805
13 H -0.3205 -0.2253 -2.4240  0.2605
14 H 1.2890 0.3390 -1.9992  0.2475
15 H 1.0491 -1.4856 -1.9916  0.2547
16 H 1.3137 -3.1425 0.2072  0.2565
17 H -0.0274 -3.5741 -0.9875  0.2642
18 H -0.1583 -3.8210 0.8398  0.2850
19 H 1.4417 2.8565 1.3518  0.2317
20 H 1.7798 3.5536 -0.3981  0.2563
21 H 0.3019 4.0080 0.5519  0.2445
22 H 0.1753 1.2658 2.3075  0.4147
23 H 0.1426 -0.3989 2.2922  0.4273
24 H -3.1047 -0.6033 1.0594  0.5215
25 H 0.1380 3.5885 -1.8777  0.1754

Kohn-Sham gap (alpha / beta) = 7.87 / 6.67 eV
net charge = +1
energy relative to the best compared isomer or geometry (same formula, charge and spin) = 0.00 kcal per mole
2S+1 = 3

(3)
Below is a single C3H7NO3S molecule, with properties calculated with ωB97M-V/def2-TZVPD.

Each line ends with the natural charge from an NBO analysis.
Geometry (Å):
1 C 0.3722 1.3821 1.1706  -0.2563
2 O -0.4750 1.3268 0.0347  -0.5278
3 C -1.3185 0.2167 0.0154  0.0994
4 N -0.6793 -0.9873 -0.5639  -0.6533
5 S -0.3781 -2.3028 0.4768  0.2125
6 C 0.2496 -0.6848 -1.5762  0.8963
7 O -0.0451 -0.0593 -2.5497  -0.5687
8 O 1.4938 -1.1813 -1.3489  -0.7080
9 H 0.9947 0.4846 1.2576  0.1641
10 H 1.0225 2.2458 1.0473  0.2009
11 H -0.2123 1.5050 2.0893  0.1744
12 H -1.6250 -0.0675 1.0256  0.1786
13 H -2.1956 0.4791 -0.5743  0.1986
14 H 0.6726 -1.8302 1.1741  0.0841
15 H 2.1236 -0.5269 -1.6783  0.5052

Kohn-Sham gap = 10.19 eV
net charge = 0
energy relative to the best compared isomer or geometry (same formula, charge and spin) = 11.81 kcal per mole
2S+1 = 1
SMILES = COCN(S)C(=O)O

(4)
Below is a molecular structure, C6H14N2O in a non-equilibrium geometry, with properties calculated with ωB97M-V/def2-TZVPD.

Each line ends with the natural charge from an NBO analysis.
Geometry (Å):
1 C -1.3808 1.2527 -1.2027  -0.4153
2 C -1.5906 1.2745 1.2288  -0.4142
3 C -0.2889 -1.3868 1.4085  -0.6982
4 N -0.8131 0.7962 0.0765  -0.4893
5 C -0.6507 -0.8707 0.0231  0.5060
6 O -1.4922 -1.4203 -0.6814  -0.6992
7 H -2.3707 0.8186 -1.3328  0.2291
8 H -1.4337 2.3421 -1.2111  0.2010
9 H -0.7435 0.9089 -2.0131  0.2264
10 H -1.0584 1.0616 2.1516  0.2178
11 H -2.5565 0.7667 1.2394  0.2135
12 H -1.7435 2.3528 1.1559  0.2076
13 H 0.0672 -2.4085 1.2857  0.2371
14 H -1.1741 -1.4159 2.0449  0.2189
15 H 0.4994 -0.7947 1.8703  0.2118
16 C 2.8642 -1.0156 -1.1189  -0.6865
17 C 1.9074 0.0055 -0.6237  0.2379
18 N 1.8452 1.1171 -0.1985  -0.4967
19 H 0.2106 1.1579 0.1278  0.4565
20 H 0.6069 -0.7124 -0.5049  0.0107
21 H 2.8149 -1.9037 -0.4863  0.2390
22 H 2.6029 -1.3094 -2.1373  0.2420
23 H 3.8782 -0.6167 -1.1022  0.2440

Kohn-Sham gap = 8.53 eV
net charge = 0
energy relative to the best compared isomer or geometry (same formula, charge and spin) = 88.07 kcal per mole
2S+1 = 1

(5)
Below is 2 unconnected molecules or ions with the total composition C4H10OS in a non-equilibrium geometry, with properties calculated with ωB97M-V/def2-TZVPD.

Each line ends with the natural charge from an NBO analysis.
Geometry (Å):
1 C 0.8978 0.1347 1.0504  -0.4137
2 C -0.3211 0.5439 0.6738  -0.1899
3 C -1.3277 -0.3163 -0.1223  0.0530
4 C -2.6314 0.3514 -0.5859  -0.6114
5 O -0.6203 -0.9587 -1.1749  -0.7083
6 H 1.6165 0.7668 1.4857  0.2056
7 H 1.2686 -0.8699 0.9597  0.1935
8 H -0.7272 1.4979 1.0105  0.1996
9 H -1.7378 -0.9089 0.6528  0.1687
10 H -2.7563 0.4932 -1.7552  0.2192
11 H -2.7736 1.2892 -0.1312  0.2058
12 H -3.3274 -0.2842 -0.2441  0.2017
13 H 0.2299 -0.5623 -1.2223  0.4729
14 S 4.3259 0.1278 -0.4369  -0.2971
15 H 3.2991 -0.7278 -0.8542  0.1535
16 H 4.5848 -0.5767 0.6942  0.1469

Kohn-Sham gap = 10.30 eV
net charge = 0
energy relative to the best compared isomer or geometry (same formula, charge and spin) = 46.90 kcal per mole
2S+1 = 1
SMILES = C=C[C@@H](C)O.S

(6)
Below is a molecular structure, C35H37F3O7SbTi in a non-equilibrium geometry, with properties calculated with ωB97M-V/def2-TZVPD.

Each line ends with the natural charge from an NBO analysis.
Geometry (Å):
1 Ti -0.1279 -1.7466 -0.1077  1.5780
2 C -2.9230 -1.3951 -1.6918  -0.0872
3 C -1.9278 -1.6579 -2.8295  -0.0885
4 O -0.6251 -1.9747 -2.3078  -0.5730
5 C -0.0982 -3.2501 -2.7167  -0.0823
6 C -0.5559 -4.3370 -1.7610  -0.0901
7 O -0.2835 -3.8740 -0.4285  -0.5883
8 C -0.7722 -4.7457 0.6015  -0.0950
9 C -0.7403 -3.9558 1.8996  -0.0874
10 O -1.3988 -2.7016 1.7283  -0.5461
11 C -2.8258 -2.7577 1.7140  -0.0852
12 C -3.3097 -1.8385 0.6046  -0.0836
13 O -2.4181 -2.0072 -0.5044  -0.5729
14 H -3.8938 -1.8274 -1.9415  0.2157
15 H -3.0583 -0.3219 -1.5238  0.2022
16 H -1.8350 -0.7622 -3.4434  0.2325
17 H -2.2772 -2.4767 -3.4564  0.2067
18 H 0.9813 -3.1579 -2.6681  0.2258
19 H -0.3885 -3.4826 -3.7402  0.2253
20 H -0.0133 -5.2633 -1.9582  0.2259
21 H -1.6295 -4.5260 -1.8564  0.1983
22 H -0.1415 -5.6328 0.6795  0.2242
23 H -1.7906 -5.0542 0.3508  0.1983
24 H 0.2899 -3.7118 2.1636  0.2207
25 H -1.1884 -4.5325 2.7096  0.2266
26 H -3.2113 -2.4218 2.6775  0.2210
27 H -3.1711 -3.7771 1.5347  0.1946
28 H -3.3036 -0.7886 0.9130  0.2029
29 H -4.3246 -2.1160 0.3148  0.2182
30 C 2.1545 2.2969 4.6644  -0.2657
31 O 3.2735 1.7883 3.9403  -0.4582
32 C 3.0794 0.8571 3.0265  0.5123
33 C 4.2363 0.3917 2.3602  -0.2957
34 C 4.1254 -0.5096 1.3512  -0.0819
35 C 2.8609 -0.9938 0.9212  -0.3152
36 C 2.6921 -1.7518 -0.2580  0.5795
37 C 3.8007 -2.4217 -0.9954  -0.6907
38 O 1.5180 -1.8829 -0.7750  -0.7430
39 C 1.7175 -0.5809 1.6672  0.4800
40 O 0.5161 -1.0814 1.3728  -0.7846
41 C 1.8330 0.3332 2.6991  -0.4341
42 H 2.5564 3.0425 5.3419  0.2297
43 H 1.6675 1.5085 5.2408  0.1933
44 H 1.4295 2.7635 3.9932  0.1855
45 H 5.1988 0.7853 2.6574  0.2559
46 H 5.0195 -0.8285 0.8351  0.2309
47 H 4.7833 -2.0834 -0.6859  0.2464
48 H 3.6838 -2.2582 -2.0667  0.2507
49 H 3.7416 -3.4975 -0.8122  0.2616
50 H 0.9362 0.6152 3.2339  0.2487
51 F -2.9796 3.7236 -5.5739  -0.2949
52 C -2.4666 3.1266 -4.5010  0.4168
53 C -1.3026 2.3899 -4.6384  -0.2266
54 C -0.7696 1.7764 -3.5168  -0.2428
55 C -1.3938 1.9030 -2.2769  -0.3792
56 C -2.5769 2.6278 -2.1718  -0.2140
57 C -3.1160 3.2526 -3.2859  -0.2680
58 Sb -0.4787 0.9455 -0.5859  1.1732
59 C -1.3890 1.9987 1.0371  -0.3857
60 C -1.5917 3.3772 0.9650  -0.2057
61 C -2.1917 4.0555 2.0127  -0.2581
62 C -2.5785 3.3403 3.1335  0.4230
63 F -3.1629 3.9823 4.1416  -0.2938
64 C -2.3655 1.9776 3.2441  -0.2738
65 C -1.7677 1.3076 2.1866  -0.2210
66 C 1.4296 1.9171 -0.6297  -0.3880
67 C 2.3626 1.5171 -1.5832  -0.1529
68 C 3.6072 2.1228 -1.6461  -0.2966
69 C 3.9034 3.1236 -0.7385  0.4281
70 F 5.1059 3.6983 -0.7838  -0.2982
71 C 2.9959 3.5393 0.2195  -0.2723
72 C 1.7532 2.9273 0.2703  -0.2051
73 H -0.8342 2.3110 -5.6104  0.2415
74 H 0.1522 1.2118 -3.6123  0.2131
75 H -3.0931 2.7079 -1.2245  0.2268
76 H -4.0257 3.8350 -3.2250  0.2506
77 H -1.2661 3.9272 0.0904  0.2341
78 H -2.3614 5.1233 1.9720  0.2526
79 H -2.6639 1.4633 4.1483  0.2432
80 H -1.5695 0.2446 2.2730  0.2151
81 H 2.1202 0.7342 -2.2951  0.1963
82 H 4.3470 1.8376 -2.3829  0.2449
83 H 3.2699 4.3303 0.9057  0.2481
84 H 1.0350 3.2462 1.0142  0.2266

Kohn-Sham gap (alpha / beta) = 7.55 / 7.62 eV
net charge = +2
2S+1 = 2

What is the formula in the sixth record?
C35H37F3O7SbTi

What is the 2S+1 in the second record?
3